This record from the Open Molecules 2025 dataset describes a single C6H10 molecule in a non-equilibrium geometry. The level of theory is the ωB97M-V functional and the def2-TZVPD basis.

Its HOMO energy (alpha / beta) is -7.2 / -6.3 eV. As for the LUMO energy (alpha / beta): 1.03 / 0.70 eV. As for the net charge: 0. For the electronic energy, the calculation gives -234.39900 a.u. The value obtained for the HOMO-LUMO gap (alpha / beta) is 8.22 / 7.00 eV.

Positions of all 16 atoms, in Å:
C  1.376  0.965  1.237
C  0.747  -0.171  0.515
C  -0.624  -0.793  0.803
C  -0.936  -0.818  -0.718
C  -1.500  0.361  -1.320
C  0.567  -0.355  -0.914
H  1.452  0.781  2.314
H  2.377  1.185  0.851
H  0.767  1.877  1.089
H  1.186  -1.258  -0.472
H  -0.647  -1.739  1.357
H  -1.273  -0.078  1.319
H  -1.196  -1.773  -1.178
H  -1.556  1.295  -0.769
H  -1.782  0.361  -2.366
H  1.040  0.160  -1.748

***

This record from the Open Molecules 2025 dataset describes a single C6H10 molecule. The level of theory is the ωB97M-V functional and the def2-TZVPD basis.

As for the structure (SMILES): C[C@H]1C[C@H]2C[C@H]21. Its HOMO energy is -9.6 eV. As for the LUMO energy: 1.25 eV. As for the net charge: 0. For the electronic energy, the calculation gives -234.55470 a.u. The value obtained for the HOMO-LUMO gap is 10.84 eV.

Positions of all 16 atoms, in Å:
C  -1.053  -0.746  1.373
C  -0.584  0.424  0.515
C  0.933  0.793  0.525
C  0.967  0.646  -0.994
C  0.562  -0.742  -1.376
C  -0.499  0.250  -1.008
H  -0.615  -0.690  2.376
H  -2.142  -0.756  1.491
H  -0.755  -1.705  0.937
H  -1.170  1.318  0.755
H  1.107  1.815  0.871
H  1.592  0.114  1.080
H  1.505  1.298  -1.676
H  0.797  -1.579  -0.718
H  0.626  -0.978  -2.435
H  -1.271  0.538  -1.716

***

This record from the Open Molecules 2025 dataset describes 2 unconnected molecules or ions with the total composition C6H10 in a non-equilibrium geometry. The level of theory is the ωB97M-V functional and the def2-TZVPD basis.

Its HOMO energy is -7.5 eV. As for the LUMO energy: 0.37 eV. As for the net charge: 0. For the electronic energy, the calculation gives -234.33499 a.u. The value obtained for the HOMO-LUMO gap is 7.83 eV.

Positions of all 16 atoms, in Å:
C  -1.386  0.595  1.154
C  -1.365  -0.178  -0.118
C  0.033  -0.233  -0.568
C  0.939  -1.395  -0.504
C  1.617  -0.171  0.069
C  0.948  0.921  -0.720
H  -2.389  0.367  1.596
H  -1.435  1.674  0.999
H  -2.031  0.519  -0.695
H  -1.835  -1.171  -0.051
H  1.347  -1.897  -1.379
H  0.593  -2.103  0.273
H  2.711  -0.150  0.321
H  0.275  0.217  1.413
H  1.342  1.216  -1.685
H  0.637  1.789  -0.103

***

This record from the Open Molecules 2025 dataset describes a single C6H10 molecule in a non-equilibrium geometry. The level of theory is the ωB97M-V functional and the def2-TZVPD basis.

As for the structure (SMILES): C1C[C@H]2CC[C@@H]12. Its HOMO energy is -7.6 eV. As for the LUMO energy: 1.21 eV. As for the net charge: 0. For the electronic energy, the calculation gives -234.47090 a.u. The value obtained for the HOMO-LUMO gap is 8.82 eV.

Positions of all 16 atoms, in Å:
C  -0.705  -1.252  0.659
C  -1.340  0.150  0.556
C  -0.509  0.601  -0.639
C  0.886  1.164  -0.438
C  1.501  -0.177  -0.015
C  0.275  -0.974  -0.486
H  -0.206  -1.442  1.618
H  -1.404  -2.074  0.485
H  -2.406  0.092  0.327
H  -1.196  0.816  1.406
H  -1.080  1.035  -1.488
H  1.310  1.476  -1.398
H  0.937  1.999  0.261
H  1.617  -0.243  1.077
H  2.473  -0.414  -0.457
H  -0.154  -0.756  -1.469

***

This record from the Open Molecules 2025 dataset describes a single C6H10 molecule in a non-equilibrium geometry. The level of theory is the ωB97M-V functional and the def2-TZVPD basis.

Its HOMO energy (alpha / beta) is -7.2 / -6.3 eV. As for the LUMO energy (alpha / beta): 1.03 / 0.71 eV. As for the net charge: 0. For the electronic energy, the calculation gives -234.39952 a.u. The value obtained for the HOMO-LUMO gap (alpha / beta) is 8.22 / 7.03 eV.

Positions of all 16 atoms, in Å:
C  -1.098  -0.652  1.654
C  -0.517  0.322  0.694
C  0.964  0.682  0.528
C  0.815  0.607  -1.015
C  0.964  -0.670  -1.662
C  -0.734  0.425  -0.740
H  -0.830  -0.427  2.691
H  -2.191  -0.687  1.579
H  -0.729  -1.669  1.418
H  -1.032  1.442  -0.227
H  1.316  1.622  0.969
H  1.601  -0.128  0.898
H  1.088  1.486  -1.602
H  1.009  -1.587  -1.083
H  0.881  -0.742  -2.741
H  -1.508  -0.024  -1.361

***

This record from the Open Molecules 2025 dataset describes a single C6H10 molecule in a non-equilibrium geometry. The level of theory is the ωB97M-V functional and the def2-TZVPD basis.

As for the structure (SMILES): C[C@@]12CC[C@@H]1C2. Its HOMO energy is -7.8 eV. As for the LUMO energy: 1.21 eV. As for the net charge: 0. For the electronic energy, the calculation gives -234.45093 a.u. The value obtained for the HOMO-LUMO gap is 8.97 eV.

Positions of all 16 atoms, in Å:
C  -1.267  -1.248  0.631
C  -0.531  0.176  0.455
C  -0.526  0.909  -0.911
C  0.947  1.352  -0.684
C  0.955  0.620  0.657
C  0.794  -0.775  0.418
H  -1.598  -1.390  1.650
H  -0.826  -2.248  0.324
H  -2.070  -1.118  -0.077
H  -0.707  0.227  -1.747
H  -1.200  1.774  -1.039
H  1.090  2.429  -0.597
H  1.678  0.966  -1.412
H  1.429  0.958  1.567
H  0.904  -1.418  1.297
H  0.974  -1.268  -0.526

***

This record from the Open Molecules 2025 dataset describes a single C6H10 molecule. The level of theory is the ωB97M-V functional and the def2-TZVPD basis.

Its HOMO energy (alpha / beta) is -8.3 / -8.3 eV. As for the LUMO energy (alpha / beta): -0.78 / -0.78 eV. As for the net charge: 0. For the electronic energy, the calculation gives -234.45812 a.u. The value obtained for the HOMO-LUMO gap (alpha / beta) is 7.49 / 7.48 eV.

Positions of all 16 atoms, in Å:
C  -2.320  -0.271  0.268
C  -0.887  -0.316  -0.244
C  -0.034  0.871  0.246
C  1.305  0.890  -0.417
C  2.276  -0.051  -0.247
C  2.024  -1.141  0.650
H  -2.347  -0.243  1.363
H  -2.872  -1.159  -0.056
H  -2.854  0.611  -0.106
H  -0.376  -1.218  0.112
H  -0.878  -0.351  -1.341
H  -0.554  1.816  0.049
H  0.103  0.764  1.329
H  3.167  0.050  -0.879
H  1.476  1.677  -1.157
H  2.770  -1.931  0.430

***

This record from the Open Molecules 2025 dataset describes 2 unconnected molecules or ions with the total composition C6H10. The level of theory is the ωB97M-V functional and the def2-TZVPD basis.

As for the structure (SMILES): C1=CC1.C=CC. Its HOMO energy is -9.5 eV. As for the LUMO energy: 1.21 eV. As for the net charge: 0. For the electronic energy, the calculation gives -234.48043 a.u. The value obtained for the HOMO-LUMO gap is 10.66 eV.

Positions of all 16 atoms, in Å:
C  -0.188  0.688  -2.455
C  -0.412  -0.256  -1.603
C  -1.380  0.900  -1.561
H  0.348  1.037  -3.322
H  -0.179  -1.242  -1.222
H  -1.347  1.648  -0.756
H  -2.383  0.762  -1.980
C  0.357  -1.723  1.709
C  0.062  -0.462  1.413
C  1.084  0.616  1.207
H  -0.411  -2.453  1.956
H  1.394  -2.059  1.749
H  -0.985  -0.157  1.338
H  0.997  1.113  0.236
H  0.947  1.377  1.985
H  2.096  0.211  1.305

***

This record from the Open Molecules 2025 dataset describes a gas-phase ion, C6H10 (charge +1) in a non-equilibrium geometry. The level of theory is the ωB97M-V functional and the def2-TZVPD basis.

Its HOMO energy (alpha / beta) is -13.9 / -13.8 eV. As for the LUMO energy (alpha / beta): -4.95 / -8.27 eV. The spin multiplicity is 2. As for the net charge: +1. For the electronic energy, the calculation gives -234.21821 a.u. The value obtained for the HOMO-LUMO gap (alpha / beta) is 8.96 / 5.53 eV.

Positions of all 16 atoms, in Å:
C  1.563  0.236  0.972
C  2.764  -0.041  1.517
C  0.959  -0.726  -0.020
C  -0.510  -0.551  -0.358
C  -1.217  0.523  -0.870
C  -2.699  0.593  -0.899
H  1.112  1.198  1.183
H  3.020  0.516  2.406
H  3.226  -0.977  1.230
H  1.001  -1.745  0.334
H  1.451  -0.684  -1.010
H  -0.913  -1.559  -0.496
H  -0.627  1.344  -1.265
H  -3.072  -0.032  -0.088
H  -3.098  0.258  -1.860
H  -2.960  1.647  -0.774

***

This record from the Open Molecules 2025 dataset describes 2 unconnected molecules or ions with the total composition C6H10BFI2O3. The level of theory is the ωB97M-V functional and the def2-TZVPD basis.

As for the structure (SMILES): B[C@@H](I)[C@H](C)I.O=C1OC[C@@H](F)O1. Its HOMO energy is -9.7 eV. As for the LUMO energy: -0.45 eV. As for the net charge: 0. For the electronic energy, the calculation gives -1180.41975 a.u. The value obtained for the HOMO-LUMO gap is 9.29 eV.

Positions of all 23 atoms, in Å:
B  -0.093  2.878  1.352
C  -0.267  1.506  2.098
I  0.277  -0.105  0.776
C  0.575  1.488  3.382
C  0.791  0.129  4.048
I  -0.367  2.858  4.774
H  0.725  3.008  0.500
H  -0.768  3.795  1.686
H  -1.311  1.320  2.343
H  1.533  1.971  3.196
H  0.679  0.184  5.127
H  0.078  -0.604  3.672
H  1.794  -0.240  3.836
O  -2.006  -2.291  -5.764
C  -1.298  -2.073  -4.843
O  -1.562  -1.205  -3.838
C  -0.569  -1.355  -2.825
C  0.580  -1.990  -3.589
F  1.254  -2.897  -2.840
O  -0.077  -2.652  -4.645
H  -0.928  -2.049  -2.062
H  -0.341  -0.391  -2.382
H  1.302  -1.285  -4.005

***

This record from the Open Molecules 2025 dataset describes a single C6H10BFO2 molecule in a non-equilibrium geometry. The level of theory is the ωB97M-V functional and the def2-TZVPD basis.

As for the structure (SMILES): OB(O)C1=C(F)CCCC1. Its HOMO energy is -7.7 eV. As for the LUMO energy: 0.44 eV. As for the net charge: 0. For the electronic energy, the calculation gives -509.82637 a.u. The value obtained for the HOMO-LUMO gap is 8.14 eV.

Positions of all 20 atoms, in Å:
O  -2.946  1.024  0.171
B  -2.185  -0.058  0.469
O  -2.658  -0.950  1.369
C  -0.747  -0.177  0.049
C  -0.152  0.788  -1.165
F  -0.962  1.543  -1.864
C  1.251  0.972  -1.300
C  1.983  0.581  -0.032
C  1.614  -0.919  0.229
C  0.185  -1.028  0.690
H  -3.918  0.874  0.420
H  -3.587  -0.863  1.450
H  1.729  0.467  -2.176
H  1.363  2.043  -1.716
H  3.058  0.665  -0.240
H  1.733  1.178  0.874
H  2.143  -1.383  1.099
H  1.976  -1.606  -0.566
H  0.204  -1.046  1.810
H  -0.085  -2.106  0.429

***

This record from the Open Molecules 2025 dataset describes a single C6H10BN molecule in a non-equilibrium geometry. The level of theory is the ωB97M-V functional and the def2-TZVPD basis.

As for the structure (SMILES): C=C/C=C(/BN)C=C. Its HOMO energy is -8.6 eV. As for the LUMO energy: 0.61 eV. As for the net charge: 0. For the electronic energy, the calculation gives -314.15753 a.u. The value obtained for the HOMO-LUMO gap is 9.21 eV.

Positions of all 18 atoms, in Å:
C  2.111  0.796  -2.340
C  1.614  0.627  -1.143
C  0.229  0.527  -0.833
C  -0.361  -0.032  0.249
B  -1.917  -0.131  0.561
N  -3.101  -0.966  -0.075
C  0.406  -0.622  1.326
C  0.973  -0.033  2.368
H  3.171  0.884  -2.481
H  1.498  1.071  -3.268
H  2.238  0.356  -0.285
H  -0.501  0.722  -1.634
H  -2.187  0.477  1.579
H  -4.055  -0.644  0.051
H  -2.939  -1.581  -0.870
H  0.444  -1.662  1.214
H  1.608  -0.757  2.964
H  0.770  0.968  2.616